{"formula": "C45H60Cl5GeN4P3Pd", "method": "ωB97M-V with the def2-TZVPD basis set", "species": ["Pd", "C", "C", "C", "P", "C", "N", "Ge", "N", "C", "P", "C", "C", "C", "C", "C", "C", "C", "C", "C", "C", "C", "C", "N", "C", "C", "C", "C", "C", "C", "C", "C", "C", "C", "C", "C", "N", "C", "P", "C", "C", "C", "C", "C", "C", "C", "C", "C", "H", "H", "H", "H", "H", "H", "H", "H", "H", "H", "H", "H", "H", "H", "H", "H", "H", "H", "H", "H", "H", "H", "H", "H", "H", "H", "H", "H", "H", "H", "H", "H", "H", "H", "H", "H", "H", "H", "H", "H", "H", "H", "H", "H", "H", "H", "H", "H", "H", "H", "H", "H", "H", "H", "H", "H", "H", "H", "H", "H", "Cl", "C", "C", "C", "Cl", "C", "Cl", "C", "Cl", "C", "Cl"], "coordinates": [[0.415, -0.540, 1.355], [-2.089, -5.032, 0.841], [-1.984, -3.624, 1.464], [-3.403, -3.047, 1.534], [-0.769, -2.576, 0.505], [-1.762, -2.163, -0.982], [-1.597, -0.855, -1.551], [-0.263, 0.381, -1.265], [1.251, 0.241, -2.324], [2.545, -0.100, -1.840], [2.613, 0.304, -0.072], [4.238, -0.409, 0.479], [4.258, -1.908, 0.744], [5.314, -0.030, -0.554], [2.741, 2.146, 0.104], [3.051, 2.845, -1.226], [3.721, 2.593, 1.193], [0.920, -0.087, -3.664], [1.711, -0.818, -4.534], [1.242, -1.059, -5.823], [0.003, -0.597, -6.232], [-0.788, 0.142, -5.358], [-0.310, 0.404, -4.093], [-1.032, 1.160, -3.084], [-2.439, 0.832, -3.008], [-3.428, 1.520, -3.674], [-4.739, 1.063, -3.589], [-5.019, -0.077, -2.856], [-4.020, -0.760, -2.167], [-2.714, -0.294, -2.229], [-0.710, 2.566, -3.009], [-0.558, 3.382, -4.110], [-0.285, 4.731, -3.916], [-0.178, 5.231, -2.630], [-0.304, 4.401, -1.520], [-0.562, 3.049, -1.710], [-0.690, 2.089, -0.675], [-0.705, 2.623, 0.658], [-0.818, 1.419, 2.028], [-2.609, 1.163, 2.290], [-3.292, 0.755, 0.985], [-3.286, 2.408, 2.884], [0.018, 2.264, 3.436], [-0.268, 3.777, 3.495], [-0.278, 1.633, 4.795], [0.529, -3.743, -0.035], [1.391, -3.146, -1.128], [1.329, -4.288, 1.144], [-2.847, -5.576, 1.407], [-1.174, -5.615, 0.891], [-2.433, -4.991, -0.195], [-1.574, -3.734, 2.462], [-3.956, -3.257, 0.618], [-3.455, -1.978, 1.735], [-3.934, -3.566, 2.332], [-2.780, -2.273, -0.618], [-1.602, -2.958, -1.722], [3.307, 0.516, -2.333], [2.840, -1.142, -1.992], [4.464, 0.109, 1.410], [4.100, -2.484, -0.167], [3.526, -2.216, 1.491], [5.246, -2.175, 1.121], [5.232, -0.636, -1.456], [6.289, -0.239, -0.111], [5.301, 1.020, -0.836], [1.740, 2.437, 0.416], [4.055, 2.610, -1.580], [3.015, 3.923, -1.063], [2.334, 2.607, -2.011], [4.754, 2.373, 0.929], [3.521, 2.164, 2.177], [3.641, 3.675, 1.296], [2.684, -1.192, -4.245], [1.858, -1.619, -6.513], [-0.351, -0.807, -7.231], [-1.764, 0.500, -5.662], [-3.183, 2.404, -4.250], [-5.531, 1.588, -4.103], [-6.034, -0.450, -2.811], [-4.298, -1.647, -1.617], [-0.647, 2.970, -5.107], [-0.167, 5.387, -4.767], [0.013, 6.285, -2.477], [-0.209, 4.833, -0.533], [-1.583, 3.271, 0.792], [0.158, 3.260, 0.873], [-2.678, 0.355, 3.008], [-3.327, 1.583, 0.274], [-4.322, 0.468, 1.202], [-2.803, -0.084, 0.490], [-3.114, 3.307, 2.290], [-2.990, 2.602, 3.912], [-4.362, 2.230, 2.880], [1.080, 2.138, 3.202], [-1.300, 3.987, 3.764], [-0.029, 4.315, 2.580], [0.363, 4.195, 4.281], [-1.285, 1.880, 5.131], [0.417, 2.045, 5.526], [-0.172, 0.550, 4.810], [-0.066, -4.546, -0.484], [1.997, -2.341, -0.722], [0.809, -2.763, -1.971], [2.069, -3.909, -1.514], [1.865, -3.488, 1.663], [2.073, -4.998, 0.782], [0.707, -4.805, 1.875], [-2.393, -1.729, 4.063], [-0.712, -2.076, 4.012], [0.180, -1.341, 3.224], [1.518, -1.408, 3.627], [2.563, -0.127, 3.069], [2.027, -2.330, 4.528], [3.690, -2.352, 4.900], [1.133, -3.218, 5.126], [1.701, -4.417, 6.180], [-0.240, -3.044, 4.909], [-1.346, -4.026, 5.760]], "forces_ev_per_angstrom": [[0.418, -0.067, 0.401], [-0.019, 0.051, 0.004], [0.027, -0.107, -0.220], [-0.080, 0.086, -0.068], [-0.199, 0.023, 0.045], [0.048, 0.034, 0.121], [0.010, -0.067, 0.121], [-0.346, 0.621, -1.256], [-0.018, -0.411, -0.045], [0.253, 0.346, 0.019], [-0.334, -0.278, 0.048], [0.006, 0.082, -0.075], [-0.032, -0.029, 0.010], [-0.003, -0.057, 0.046], [0.068, 0.032, -0.131], [0.013, 0.078, 0.049], [0.011, 0.030, 0.037], [-0.008, 0.196, 0.293], [0.001, -0.038, -0.126], [0.074, -0.022, 0.029], [-0.067, 0.023, -0.033], [0.024, 0.001, -0.019], [-0.008, -0.099, -0.212], [0.203, -0.268, 0.402], [-0.229, -0.119, -0.025], [-0.053, 0.021, 0.030], [0.028, 0.061, -0.022], [-0.019, -0.047, 0.019], [-0.050, 0.062, -0.058], [0.124, 0.042, 0.057], [0.018, 0.267, -0.098], [0.007, -0.026, 0.030], [0.000, 0.001, -0.042], [0.007, 0.032, 0.023], [0.001, -0.008, -0.030], [-0.007, -0.060, -0.003], [0.091, -0.076, 0.338], [-0.055, -0.025, 0.048], [0.047, -0.086, 0.019], [-0.018, 0.196, -0.039], [0.003, 0.017, -0.025], [-0.015, -0.023, -0.018], [-0.055, 0.150, 0.001], [0.017, 0.010, 0.027], [-0.030, -0.028, 0.019], [-0.180, -0.116, -0.124], [0.102, -0.005, -0.035], [0.078, 0.032, 0.026], [-0.013, 0.010, -0.010], [0.026, 0.008, 0.038], [0.023, -0.012, 0.003], [0.047, 0.022, 0.121], [0.015, -0.035, -0.033], [0.021, -0.124, -0.101], [-0.008, 0.060, 0.028], [-0.082, -0.047, -0.008], [0.061, 0.028, -0.002], [-0.030, -0.017, 0.002], [-0.023, -0.046, -0.008], [0.022, 0.021, -0.055], [-0.014, -0.016, -0.027], [0.032, 0.018, -0.026], [-0.009, -0.013, 0.018], [-0.010, 0.005, -0.012], [0.005, 0.000, -0.011], [0.011, 0.011, 0.020], [0.007, 0.027, -0.055], [-0.003, 0.006, 0.003], [-0.018, 0.005, -0.009], [-0.043, -0.014, 0.006], [0.010, -0.002, -0.010], [-0.032, 0.003, -0.036], [0.010, 0.003, 0.003], [0.004, 0.010, 0.038], [0.004, -0.006, 0.010], [-0.003, 0.011, 0.001], [0.002, -0.007, -0.010], [-0.018, -0.005, -0.006], [0.008, 0.000, -0.010], [0.000, 0.000, 0.001], [0.034, -0.005, 0.030], [0.005, 0.016, -0.008], [-0.006, -0.002, -0.002], [0.003, 0.000, -0.003], [-0.004, -0.020, 0.018], [0.031, -0.012, -0.029], [0.053, -0.033, -0.030], [0.001, -0.028, 0.052], [0.010, -0.001, -0.011], [0.003, 0.006, -0.007], [0.020, -0.035, 0.048], [-0.016, -0.007, -0.001], [0.007, -0.008, -0.010], [0.002, -0.004, 0.026], [-0.012, -0.025, -0.012], [0.008, 0.004, -0.007], [0.009, -0.007, -0.002], [-0.002, -0.007, 0.004], [-0.008, -0.022, -0.011], [-0.013, -0.002, 0.007], [0.034, -0.046, -0.033], [0.082, -0.026, 0.054], [0.012, -0.011, 0.050], [0.000, 0.021, 0.013], [0.000, 0.008, -0.016], [-0.047, -0.034, -0.024], [-0.008, -0.015, 0.012], [-0.039, 0.009, -0.001], [0.102, -0.027, 0.050], [0.025, 0.129, 0.030], [-0.092, -0.242, 0.271], [0.021, 0.163, -0.058], [-0.055, -0.053, 0.156], [-0.014, 0.043, -0.048], [0.007, -0.016, 0.007], [0.002, -0.025, 0.032], [0.001, -0.005, -0.001], [-0.015, -0.024, 0.032], [0.002, 0.008, -0.003]], "lowdin_charge": [0.471, -0.074, -0.500, -0.147, 1.101, -0.331, -0.161, 0.911, -0.156, -0.398, 1.052, -0.548, -0.101, -0.072, -0.509, -0.075, -0.089, -0.213, 0.001, -0.039, -0.036, 0.018, -0.167, -0.053, -0.173, 0.016, -0.035, -0.038, -0.004, -0.219, -0.175, 0.017, -0.036, -0.040, -0.009, -0.221, -0.144, -0.370, 1.076, -0.519, -0.098, -0.067, -0.513, -0.068, -0.072, -0.533, -0.103, -0.070, 0.107, 0.074, 0.095, 0.065, 0.085, 0.026, 0.096, 0.046, 0.129, 0.113, 0.082, 0.057, 0.080, 0.032, 0.107, 0.091, 0.108, 0.066, 0.048, 0.083, 0.100, 0.070, 0.087, 0.038, 0.101, 0.115, 0.123, 0.123, 0.129, 0.130, 0.123, 0.123, 0.109, 0.130, 0.123, 0.123, 0.111, 0.117, 0.063, 0.019, 0.094, 0.106, 0.033, 0.084, 0.072, 0.104, 0.063, 0.077, 0.072, 0.105, 0.088, 0.106, 0.052, 0.111, 0.008, 0.081, 0.113, 0.048, 0.108, 0.083, 0.844, -0.691, -0.312, -0.672, 0.809, -0.712, 0.786, -0.693, 0.808, -0.696, 0.783], "homo_energy_ha": [-0.5620, -0.5617], "energy_ev": -204050.2672, "charge": 3, "e_above_lowest_kj_mol": 71.8, "multiplicity": 2}

{"formula": "C2H5N4O2", "method": "ωB97M-V with the def2-TZVPD basis set", "species": ["C", "C", "N", "N", "N", "N", "O", "O", "H", "H", "H", "H", "H"], "coordinates": [[-0.689, -0.980, -1.144], [0.100, -0.108, -0.290], [0.155, 1.232, -0.701], [-0.189, -1.297, 1.682], [-0.213, -0.145, 1.117], [0.746, 2.030, 0.114], [1.095, 1.553, 1.216], [0.995, 3.206, -0.134], [-0.470, -2.001, -0.969], [-0.722, -0.843, -2.127], [-1.661, -0.797, -0.806], [1.509, -0.686, -0.487], [-0.655, -1.163, 2.529]], "forces_ev_per_angstrom": [[-0.807, -1.002, 3.150], [6.237, 0.620, 0.278], [-0.859, 0.359, -2.238], [1.484, 1.862, -3.393], [-2.256, -3.539, 1.211], [0.320, -1.358, 1.097], [1.391, 0.243, 1.109], [-0.365, 0.992, -0.904], [0.251, -0.995, 0.429], [0.630, 1.239, -4.052], [-2.180, -0.085, 0.393], [-2.985, 1.285, 0.802], [-0.861, 0.379, 2.119]], "lowdin_charge": [-0.113, -0.530, 0.041, 0.057, -0.061, -0.539, -0.094, -0.078, 0.056, 0.028, 0.060, 0.176, -0.002], "homo_energy_ha": -0.1483, "energy_ev": -12204.8742, "charge": -1, "e_above_lowest_kj_mol": 246.0, "multiplicity": 1}